{"formula": "C6H11N2", "method": "ωB97M-V/def2-TZVPD", "symbols": ["C", "C", "C", "C", "C", "C", "N", "N", "H", "H", "H", "H", "H", "H", "H", "H", "H", "H", "H"], "positions_angstrom": [[0.335, -0.912, 1.971], [1.301, -1.046, 0.702], [-1.103, -0.807, 1.596], [-0.033, 1.753, -1.358], [0.750, -0.289, -0.567], [-0.651, 0.004, -0.461], [0.387, 1.061, -0.211], [-1.122, 0.748, -1.795], [0.602, -1.788, 2.648], [0.758, -0.013, 2.497], [2.248, -0.471, 0.934], [1.518, -2.108, 0.516], [-1.781, -1.542, 1.153], [-1.542, 0.130, 1.740], [-0.407, 2.708, -1.090], [0.673, 1.931, -2.133], [1.095, -0.565, -1.532], [-2.098, 0.986, -1.945], [-0.930, 0.220, -2.666]], "atomic_forces_ev_per_a": [[1.700, -0.194, 0.230], [0.338, 0.980, -0.709], [0.979, 0.551, -3.711], [-0.595, 0.732, -1.063], [0.567, -1.924, 1.712], [-1.608, -0.191, 2.390], [0.111, -0.415, 0.673], [0.868, -1.166, -0.063], [-0.713, 0.881, -0.924], [-1.224, -0.694, -0.340], [-0.889, -1.035, -0.014], [-0.031, 0.514, -0.260], [0.536, -0.364, 0.916], [-1.014, 1.105, 0.989], [-1.028, 0.721, 0.160], [0.772, -0.256, -0.790], [0.912, -0.014, -0.749], [-0.112, 0.651, 0.925], [0.431, 0.118, 0.629]], "max_force_ha_per_bohr": 0.0754, "e_tot_ha": -344.2841, "orbital_gap_ev": 9.07, "e_homo_ev": -13.29, "total_charge": 1, "de_lowest_kj_mol": 606.6}